DFT (ωB97M-V/def2-TZVPD) results for 3 unconnected molecules or ions with the total composition C4H15NO2 at a distorted geometry.

## Properties
Frontier orbital gap (spin up / spin down), eV: 2.14 / 9.17
LUMO (spin up / spin down), eV: 3.18 / 3.13
Relative energy (zero: lowest compared OMol25 entry of this formula, charge and spin), kJ/mol: 105.4
Net charge: -1
HOMO (spin up / spin down), eV: 1.04 / -6.04
Spin multiplicity: 2

Element x y z (Å)
C -0.94959 -3.36556 -0.30256
N -1.38091 -2.09920 0.29330
C -1.16491 -0.98990 2.47698
C -0.42035 -1.58330 1.30639
C 0.64203 -0.70513 0.66291
H 0.09191 -3.28828 -0.68775
H -1.46147 -3.47304 -1.25545
H -0.85973 -4.02218 0.55559
H -1.71129 -1.38878 -0.34264
H -0.50144 -0.45766 3.15912
H -1.57033 -1.79581 3.08490
H -1.95467 -0.30097 2.18378
H 0.11331 -2.50861 1.54310
H 0.29018 0.30406 0.44943
H 1.00362 -1.15790 -0.26081
H 1.58412 -0.71723 1.22039
H -1.78416 4.67962 -3.50783
H -1.24701 6.00366 -3.94225
O -1.67538 5.22335 -4.30023
H 4.08350 3.15810 -0.83551
H 4.62101 4.48230 -1.12565
O 4.25157 4.00250 -0.37523

Atomic forces in eV per Å
1.6 2.6 -0.4
-0.3 -0.1 0.8
0.5 -0.2 0.7
-0.1 -0.6 -1.6
0.5 -0.1 -0.1
0.1 0.0 0.2
-0.9 -1.2 0.6
-0.8 -1.2 -0.6
0.3 -0.1 -0.2
0.2 0.2 -0.1
-0.5 -0.1 -0.1
0.0 -0.1 -0.2
0.0 0.1 0.8
0.2 0.1 0.1
-0.4 0.0 -0.3
-0.3 0.5 0.5
0.1 -0.2 -0.1
0.2 0.3 0.0
-0.2 -0.1 0.2
-0.3 -0.1 0.5
0.1 0.5 0.0
0.2 -0.4 -0.5

=====

DFT (ωB97M-V/def2-TZVPD) results for 2 unconnected molecules or ions with the total composition C8H9NOS at a distorted geometry.

## Properties
Frontier orbital gap, eV: 8.79
LUMO, eV: -0.07
Relative energy (zero: lowest compared OMol25 entry of this formula, charge and spin), kJ/mol: 590.9
Net charge: 0
HOMO, eV: -8.87

Element x y z (Å)
C -2.75443 -0.22741 -0.85977
C -1.49063 -0.89077 -0.62271
C -3.07470 0.62652 0.18881
C -0.83273 -0.39936 0.44796
C 2.05479 0.54017 -0.83537
C 1.34616 1.53691 0.00579
C 1.61654 0.19470 0.56815
C 0.49391 -0.86964 0.84361
N 0.95643 -2.25452 0.66595
O 2.04368 -2.40855 0.19817
S -1.79800 0.73563 1.30292
H -3.39810 -0.48165 -1.75604
H -1.13946 -1.70878 -1.21835
H -4.06021 1.20414 0.35552
H 1.73762 0.28705 -1.91245
H 3.14721 0.72526 -1.00334
H 1.93723 2.42912 0.21113
H 0.37132 1.85883 -0.13638
H 2.35609 0.09149 1.26810
H 0.48727 -0.98916 2.28832

Atomic forces in eV per Å
-0.6 -0.5 0.2
-1.3 0.9 -0.7
-1.6 0.2 -1.3
-0.5 -1.4 -0.1
1.2 0.2 -2.8
1.6 1.2 0.1
-2.0 -1.4 -1.5
2.5 2.5 4.9
-1.3 -1.0 -0.5
0.0 0.6 0.2
0.3 0.1 0.5
0.7 0.5 1.4
0.3 -0.1 -0.3
2.0 -1.0 -0.4
-0.6 -0.4 2.2
-0.9 -0.1 0.8
0.2 -0.4 0.8
-1.9 0.0 -0.8
2.0 -0.1 1.4
-0.1 0.4 -4.0

=====

DFT (ωB97M-V/def2-TZVPD) results for 2 unconnected molecules or ions with the total composition C3H3N3O at a distorted geometry.

## Properties
Frontier orbital gap, eV: 10.36
LUMO, eV: 0.75
Relative energy (zero: lowest compared OMol25 entry of this formula, charge and spin), kJ/mol: 380.1
Net charge: 0
HOMO, eV: -9.61

Element x y z (Å)
O -0.29904 -2.93127 0.15473
C -0.58016 -1.84664 0.60519
N -0.12372 -0.67777 0.02597
C 1.31667 0.86296 -1.63122
N 1.10864 1.93865 -1.26559
C -0.57629 1.53474 0.85427
N -0.46095 0.41538 0.59254
H -1.21650 -1.71993 1.50376
H 1.49355 -0.14378 -1.94946
H -0.66220 2.56766 1.10981

Atomic forces in eV per Å
-0.1 0.3 0.2
0.0 -0.3 -0.1
0.0 -0.1 0.0
-0.1 1.0 0.2
0.3 -1.0 -0.5
0.0 -0.8 -0.1
-0.1 0.8 0.2
0.0 0.0 0.0
0.0 0.1 0.0
0.0 -0.1 0.0

=====

DFT (ωB97M-V/def2-TZVPD) results for a molecular structure, C20H18Br2IrN3OSSeTe at a distorted geometry.

## Properties
Frontier orbital gap (spin up / spin down), eV: 5.71 / 5.63
LUMO (spin up / spin down), eV: -4.41 / -4.46
Relative energy (zero: lowest compared OMol25 entry of this formula, charge and spin), kJ/mol: 305.7
Net charge: +1
HOMO (spin up / spin down), eV: -10.12 / -10.09
Spin multiplicity: 2

Element x y z (Å)
Ir -0.32520 -0.52770 0.18790
Br 0.61240 0.21470 5.21710
C 1.86120 0.02520 3.82350
C 3.21160 0.09000 4.06480
C 4.12050 -0.01760 3.01610
Br 5.96550 0.10260 3.42360
C 3.69780 -0.19170 1.66930
C 4.55580 -0.23830 0.56710
C 4.00150 -0.35790 -0.72040
C 2.64920 -0.47310 -0.87090
N 1.78890 -0.45810 0.18150
C 2.30250 -0.29460 1.44020
C 1.35640 -0.17520 2.49580
O 0.09910 -0.21820 2.25920
H 3.56620 0.23550 5.07200
H 5.62010 -0.15570 0.70240
H 4.64280 -0.34970 -1.58640
H 2.17670 -0.58060 -1.83720
S -3.32720 -0.06250 -1.52930
C -1.94020 -0.34060 -0.90680
C 1.11220 2.43470 -2.98110
N 2.00670 2.57650 -1.86580
C 1.64960 2.66220 -0.56930
Se -0.03960 2.51290 0.15790
N 2.76430 2.85510 0.17080
C 3.86890 2.86790 -0.64860
C 5.22450 2.97190 -0.37960
C 6.08180 2.86350 -1.45900
C 5.60220 2.67900 -2.75570
C 4.25020 2.59680 -3.03300
C 3.38190 2.68280 -1.95470
H 0.09710 2.31940 -2.60460
H 1.37670 1.56220 -3.57810
H 1.16160 3.32310 -3.61170
H 2.76500 2.98360 1.17030
H 5.59100 3.11350 0.62360
H 7.14570 2.91450 -1.29270
H 6.30710 2.57850 -3.56480
H 3.89350 2.45670 -4.04070
C 1.53480 -4.04000 -0.02240
Te 0.03980 -3.22770 1.30950
C -1.61140 -4.17990 0.31030
H 1.12910 -4.09990 -1.02730
H 1.81950 -5.03150 0.31620
H 2.40080 -3.38930 -0.00930
H -1.73030 -5.19320 0.68100
H -1.42640 -4.19320 -0.75970
H -2.50240 -3.59910 0.52040

Atomic forces in eV per Å
-0.2 1.0 0.1
0.1 0.0 -0.1
-1.3 -0.3 -1.6
1.2 -0.1 -0.7
-0.3 0.1 0.4
0.0 0.0 0.0
0.2 0.1 1.0
-0.8 -0.2 -1.6
1.8 0.1 1.5
-2.6 -0.2 1.1
1.3 0.1 -0.2
0.2 0.1 -0.3
0.9 0.4 1.9
-0.7 -0.3 -1.2
0.1 0.0 0.1
0.2 0.0 0.0
0.1 0.0 -0.1
0.0 0.0 -0.1
1.0 -0.1 0.2
0.0 -0.6 0.8
-0.4 0.0 -0.4
0.2 0.0 0.8
0.1 -0.1 0.2
-0.8 -1.5 0.1
-0.3 -0.1 -0.4
0.2 0.0 -0.7
-0.1 0.0 -0.1
0.0 0.0 0.2
0.0 -0.1 -0.1
-0.1 -0.1 0.0
0.7 0.2 0.4
0.1 0.0 0.0
0.0 0.0 0.1
0.0 0.0 0.0
-0.2 -0.1 0.0
0.1 0.0 0.2
0.1 0.0 0.0
0.1 0.1 -0.1
0.0 0.0 -0.1
-0.3 0.1 0.2
-0.7 1.3 -1.8
0.2 -0.1 0.2
-0.1 0.1 0.0
0.0 0.0 0.1
0.1 0.1 0.1
0.0 0.0 0.0
0.1 0.1 0.0
0.0 0.1 0.1

=====

DFT (ωB97M-V/def2-TZVPD) results for a molecular structure, C31H26MnN8.

## Properties
Frontier orbital gap (spin up / spin down), eV: 7.39 / 7.33
LUMO (spin up / spin down), eV: -5.99 / -6.10
Net charge: +2
HOMO (spin up / spin down), eV: -13.38 / -13.44
Spin multiplicity: 6

Element x y z (Å)
Mn 0.27791 0.04852 -0.45389
C 2.25117 1.91904 -2.82486
C 1.12053 2.74951 -2.29176
C 1.05161 4.11289 -2.59227
C -0.02716 4.85552 -2.16736
C -1.05387 4.21624 -1.47913
C -0.91612 2.87673 -1.19790
N 0.17097 2.15361 -1.56640
C -1.99657 2.05026 -0.57249
C -3.40609 2.35181 -0.84236
C -4.25805 1.43542 -1.29388
C -3.92129 0.00016 -1.59388
C -2.22133 -0.17248 0.40287
N -1.55043 1.05123 0.07274
C -1.79562 -0.62433 1.76444
C -2.61642 -0.92268 2.82343
C -2.00954 -1.35063 4.00016
C -0.63517 -1.46553 4.04933
C 0.13017 -1.13374 2.93133
C 1.62549 -1.23851 2.94138
N -0.45274 -0.70564 1.81001
H 2.39422 2.12533 -3.88524
H 2.05091 0.85659 -2.70582
H 3.19037 2.16184 -2.32334
H 1.83999 4.56510 -3.17880
H -0.09274 5.91127 -2.39282
H -1.93646 4.75984 -1.17386
H -3.72138 3.38387 -0.75177
H -5.26250 1.75760 -1.54106
H -3.29001 -0.04633 -2.48540
H -3.69007 -0.83393 2.73772
H -2.60960 -1.59694 4.86588
H -0.14446 -1.81012 4.94899
H 1.97927 -1.73687 3.84051
H 2.07046 -0.24205 2.90735
H 1.97242 -1.79671 2.07054
N 4.63545 0.63511 0.35983
C 3.32068 0.79604 0.29858
N 2.48644 -0.07204 -0.20046
C 2.99460 -1.29826 -0.67999
N 2.21054 -2.26136 -1.04039
N 0.88561 -1.91640 -0.93512
C 0.01184 -2.82182 -0.72967
C -1.37316 -2.47311 -0.45151
C -2.21782 -3.42008 -0.01923
C -3.60351 -3.11844 0.26890
C -4.07893 -1.89499 0.05231
C -3.23332 -0.79416 -0.48339
N -1.77956 -1.12570 -0.69072
C 4.43898 -1.48485 -0.72770
C 5.02922 -2.62330 -1.28238
C 6.40131 -2.75681 -1.27851
C 7.20442 -1.76238 -0.71772
C 6.64045 -0.62998 -0.16495
C 5.25855 -0.50030 -0.17813
H 5.20548 1.35578 0.77756
H 2.93316 1.72893 0.69447
H 0.26438 -3.87832 -0.66033
H -1.85995 -4.43641 0.08055
H -4.25729 -3.90453 0.62030
H -5.12539 -1.66130 0.20565
H -4.83583 -0.53040 -1.85568
H 4.39272 -3.38654 -1.70670
H 6.85875 -3.63626 -1.70932
H 8.27971 -1.87650 -0.71577
H 7.26081 0.14441 0.26893

Atomic forces in eV per Å
0.4 0.8 0.2
0.0 0.0 0.0
0.0 0.0 0.0
0.0 0.0 0.0
0.1 0.0 0.0
-0.1 0.0 0.0
0.0 -0.1 0.0
-0.1 0.0 0.0
0.0 0.1 0.1
0.0 0.0 0.0
0.0 0.0 0.0
0.0 0.0 0.0
0.2 -0.3 0.0
0.2 -0.4 -0.3
0.1 0.1 0.0
0.0 0.0 0.0
0.0 0.0 0.0
0.0 0.0 0.0
0.0 0.0 0.0
0.0 0.0 0.0
0.0 -0.1 0.0
0.0 0.0 0.0
0.0 0.0 0.0
0.0 0.0 0.0
0.0 0.0 0.0
0.0 0.0 0.0
0.0 0.0 0.0
0.0 0.0 0.0
0.0 0.0 0.0
0.0 0.0 0.0
0.0 0.0 0.0
0.0 0.0 0.0
0.0 0.0 0.0
0.0 0.0 0.0
0.0 0.0 0.0
0.0 0.0 0.0
0.0 0.0 0.0
0.0 0.0 -0.1
0.0 -0.2 0.0
-0.2 0.0 0.1
0.1 0.0 0.0
-0.5 0.3 0.1
0.0 -0.3 0.1
-0.2 0.0 0.1
0.0 -0.1 0.0
-0.1 -0.1 0.0
0.0 0.1 0.0
-0.2 0.1 0.0
-0.3 -0.2 -0.1
0.1 0.0 0.0
0.0 0.0 0.0
0.0 0.0 0.0
0.0 0.0 0.0
0.0 0.0 0.0
-0.1 -0.1 0.0
0.0 0.0 0.0
0.0 0.0 0.0
0.2 0.1 -0.1
0.0 0.0 0.0
0.0 0.0 0.0
0.0 0.0 0.0
0.0 0.0 0.0
0.0 0.0 0.0
0.0 0.0 0.0
0.0 0.0 0.0
0.0 0.0 0.0

=====

DFT (ωB97M-V/def2-TZVPD) results for 2 unconnected molecules or ions with the total composition C4H11NO2 at a distorted geometry.

## Properties
Frontier orbital gap (spin up / spin down), eV: 9.97 / 4.67
LUMO (spin up / spin down), eV: -3.59 / -8.89
Relative energy (zero: lowest compared OMol25 entry of this formula, charge and spin), kJ/mol: 163.0
Net charge: +1
HOMO (spin up / spin down), eV: -13.56 / -13.56
Spin multiplicity: 2

Element x y z (Å)
O 0.35678 -0.10372 2.64222
C -0.36486 -0.13956 1.69303
C -0.09309 0.35893 0.27943
C 0.25833 -0.95868 -0.43363
C 1.65196 -1.54020 0.17812
N 1.58732 -2.95098 0.45395
H -1.42734 -0.56246 1.84719
H -0.87685 0.90778 -0.23386
H 0.66105 1.13616 0.29173
H 0.36319 -0.86244 -1.51538
H -0.51757 -1.73784 -0.21691
H 2.40414 -1.34826 -0.56274
H 1.68600 -1.01934 1.13383
H 0.77582 -3.09136 1.13179
H 1.52824 -3.56488 -0.35171
H -2.55021 5.47693 -1.39501
H -3.13203 4.95147 -2.72013
O -2.31090 5.04843 -2.22191

Atomic forces in eV per Å
1.0 -0.1 -0.3
-3.2 0.8 0.3
0.9 -0.5 0.4
-0.8 -0.5 -0.1
0.3 -1.0 0.1
-3.4 2.2 0.2
1.1 0.2 -0.4
-0.9 -0.6 0.2
0.9 -0.4 0.0
0.2 -0.1 0.1
0.3 0.8 -0.3
0.6 0.3 0.0
0.7 0.1 0.0
1.7 -0.6 -0.5
0.7 -0.5 0.0
-0.1 0.1 -0.1
0.1 0.1 0.2
0.0 -0.2 -0.1